C40H25Br2F5N4O8S2Zr as an isolated structure, computed with wB97M-V/def2-TZVPD.

Last column: Mulliken charge in e.
Positions of all 87 atoms, in Å:
Zr  -0.405  -0.477  0.591  0.423
O  0.634  -1.248  -0.937  1.412
C  1.812  -1.699  -1.253  -0.414
C  2.108  -2.041  -2.587  -0.329
C  3.317  -2.595  -2.923  -0.640
C  4.285  -2.864  -1.943  -0.826
C  4.031  -2.492  -0.647  -0.868
C  2.830  -1.855  -0.293  0.874
C  2.749  -1.266  1.018  -0.746
N  1.930  -0.372  1.438  0.405
C  2.282  0.183  2.749  -1.157
C  1.031  0.580  3.542  -0.740
N  -0.014  -0.297  3.074  0.683
C  -0.684  -0.988  3.912  -0.757
C  -1.415  -2.182  3.558  0.839
C  -2.248  -2.790  4.504  -0.366
C  -2.805  -4.025  4.277  -0.943
C  -2.477  -4.697  3.094  -0.516
C  -1.630  -4.135  2.167  -0.922
C  -1.104  -2.841  2.338  0.827
O  -0.280  -2.327  1.460  -0.277
H  1.347  -1.838  -3.328  0.480
H  3.528  -2.825  -3.961  0.423
H  5.219  -3.339  -2.211  0.380
H  4.780  -2.647  0.123  0.363
H  3.567  -1.563  1.685  0.144
H  2.924  1.055  2.602  0.334
H  2.847  -0.558  3.323  0.731
H  0.780  1.621  3.358  -0.100
H  1.216  0.462  4.615  0.562
H  -0.631  -0.749  4.981  0.283
H  -2.454  -2.253  5.426  0.333
H  -3.478  -4.474  4.997  0.349
H  -2.887  -5.682  2.901  0.428
H  -1.363  -4.678  1.271  0.594
C  1.260  3.045  1.029  -0.977
C  -0.117  3.021  1.610  0.528
C  -0.624  4.195  2.219  -1.105
C  -1.808  4.169  2.881  -1.391
C  -2.565  2.976  2.910  1.302
C  -3.792  2.817  3.590  0.150
Br  -4.509  4.249  4.630  -0.297
C  -4.480  1.641  3.547  -0.477
C  -3.973  0.573  2.802  0.127
Br  -4.950  -1.045  2.729  -0.175
C  -2.767  0.629  2.108  0.422
O  -2.306  -0.377  1.443  -0.249
C  -2.038  1.869  2.208  -0.535
N  -0.803  1.900  1.619  1.027
H  1.976  3.407  1.773  0.417
H  1.320  3.725  0.178  0.543
H  1.554  2.063  0.674  -0.619
H  -0.035  5.102  2.164  0.544
H  -2.178  5.045  3.396  0.339
H  -5.415  1.528  4.077  0.434
F  -2.484  -6.008  -3.022  -0.338
C  -2.591  -4.810  -2.331  0.774
C  -2.823  -4.787  -0.913  -0.893
F  -3.833  -4.170  -0.238  -0.208
C  -1.562  -4.224  -1.299  0.703
F  -0.348  -4.729  -0.931  -0.499
C  -1.665  -2.701  -1.581  0.789
O  -1.900  -1.849  -0.747  -0.329
C  -1.887  -2.704  -3.058  -0.491
F  -0.821  -3.369  -3.681  -0.270
C  -2.982  -3.573  -3.038  0.106
F  -4.238  -3.138  -2.965  -0.270
O  -2.566  2.025  -1.962  -0.634
C  -1.933  1.027  -1.692  -0.155
O  -1.111  0.894  -0.690  -0.638
H  -2.033  0.125  -2.316  0.258
O  5.132  4.712  -2.676  -0.732
S  3.692  4.840  -2.666  1.143
O  3.190  6.161  -2.368  -0.703
N  3.007  3.698  -1.737  -0.473
C  2.385  2.775  -2.466  0.165
S  1.757  1.327  -1.913  -0.270
C  2.312  3.120  -3.927  0.389
C  1.616  2.457  -4.925  -0.399
C  1.677  2.962  -6.217  -0.687
C  2.428  4.100  -6.507  -0.351
C  3.117  4.768  -5.502  -0.641
C  3.030  4.264  -4.219  -0.245
H  1.039  1.577  -4.673  0.498
H  1.129  2.469  -7.012  0.386
H  2.470  4.472  -7.524  0.354
H  3.700  5.655  -5.714  0.385

Computed properties:
HOMO-LUMO gap = 6.597 eV
HOMO = -3.131 eV
LUMO = 0.1274 Eh
net charge = -2